{
  "formula": "C4H12N2O2",
  "method": "ωB97M-V/def2-TZVPD",
  "charge": 1,
  "gap_ha": [0.3674, 0.1712],
  "multiplicity": 2,
  "de_lowest_kj_mol": 113.9,
  "symbols": ["O", "C", "O", "C", "H", "H", "H", "N", "C", "C", "N", "H", "H", "H", "H", "H", "H", "H", "H", "H"],
  "xyz": [[-1.422113, -0.761457, 0.018648], [-1.360509, -0.302692, 1.143265], [-0.223483, -0.272678, 1.839335], [-2.515416, 0.327775, 1.855304], [-3.436529, 0.119482, 1.318213], [-2.606965, -0.093947, 2.851308], [-2.390397, 1.407646, 1.910348], [1.544320, -1.160661, -0.097953], [1.925711, -0.129116, -1.042898], [0.669702, 0.715973, -1.404339], [0.981868, 1.758787, -2.308878], [0.526085, -0.495418, 1.209580], [0.792288, -1.729871, -0.475248], [2.329755, -1.767672, 0.116453], [2.694441, 0.516437, -0.611550], [2.315757, -0.539708, -1.980673], [-0.073741, 0.076107, -1.854988], [0.271931, 1.177174, -0.477537], [0.219088, 2.163264, -2.852827], [1.560474, 2.526572, -1.951683]],
  "atomic_forces_ev_per_a": [[0.1718, 0.1465, -0.2110], [-0.0574, 0.1279, 0.1186], [0.2002, 0.4387, -0.3807], [-0.4057, -0.4158, -0.1105], [0.0530, -0.0214, -0.1047], [0.1156, 0.1804, 0.2122], [0.1717, -0.0019, 0.1678], [0.0005, 0.2095, -0.0155], [0.1617, -0.0661, 0.0056], [0.7635, -0.8750, -1.0406], [-0.9619, 1.4940, 1.5424], [-0.2925, -0.4854, 0.4981], [0.0016, -0.0925, 0.0271], [-0.0466, 0.1244, 0.0437], [-0.0230, -0.0681, 0.0580], [-0.0668, 0.1336, -0.0455], [-0.4533, -0.0143, 0.1321], [0.0250, 0.1130, 0.0418], [0.0818, -0.5105, -0.6447], [0.5608, -0.4170, -0.2941]],
  "mulliken_charge": [-0.572, 0.743, -0.478, -1.036, 0.318, 0.331, 0.270, -0.566, -0.649, -0.444, -0.123, 0.442, 0.258, 0.240, 0.424, 0.410, 0.455, 0.302, 0.345, 0.328]
}

{
  "formula": "C4H12N2O2S",
  "method": "ωB97M-V/def2-TZVPD",
  "gap_ha": 0.3547,
  "smiles": "CNC(=O)[C@@H](N)CS.O",
  "multiplicity": 1,
  "de_lowest_kj_mol": 75.2,
  "symbols": ["C", "N", "C", "O", "C", "N", "C", "S", "H", "H", "H", "H", "H", "H", "H", "H", "H", "H", "O", "H", "H"],
  "xyz": [[-0.643623, -0.945258, 2.490118], [-0.734985, -1.490567, 1.118365], [0.401011, -1.297045, 0.312315], [0.897650, -2.228776, -0.269838], [0.840195, 0.164820, 0.058759], [2.277776, 0.294901, 0.046365], [0.126852, 0.595536, -1.223423], [0.480718, 2.252416, -1.814844], [-0.457171, 0.129751, 2.487910], [0.188653, -1.379235, 3.021064], [-1.553535, -1.085815, 3.063591], [-0.895636, -2.483170, 1.251180], [0.399010, 0.732030, 0.830044], [2.669141, -0.334190, 0.733684], [2.673052, 0.076391, -0.856389], [0.477888, -0.034764, -2.035347], [-0.944439, 0.442920, -1.112208], [-0.084347, 2.988518, -0.849604], [-3.020773, 0.194956, 0.671675], [-3.790434, -0.342639, 0.906192], [-2.368078, -0.428412, 0.322306]],
  "atomic_forces_ev_per_a": [[0.0782, 1.0150, -0.1377], [0.4322, 0.0712, 1.0381], [-0.6323, -0.0490, -0.4645], [0.3202, -0.1186, -0.1506], [-0.1506, -1.2545, -0.4021], [-0.1906, 0.3811, 0.1179], [0.2860, -0.2070, 0.0546], [0.1782, 0.3616, -0.2387], [-0.1961, -0.0892, -0.1596], [0.2776, -0.3896, 0.3240], [-0.1795, -0.2308, -0.2301], [0.0416, -0.1332, -0.6462], [-0.1624, 0.9992, 1.0540], [0.2365, 0.0167, -0.1059], [-0.0158, -0.1490, -0.0669], [-0.0487, -0.1932, -0.1968], [-0.0226, 0.0513, -0.0464], [-0.0727, -0.1761, 0.1423], [-0.3645, 0.0201, -0.0607], [0.2560, 0.1751, -0.1376], [-0.0709, -0.1014, 0.3129]],
  "mulliken_charge": [-0.918, -0.207, 0.185, -0.602, 0.567, -0.637, -1.032, -0.188, 0.313, 0.411, 0.310, 0.255, 0.265, 0.267, 0.247, 0.395, 0.253, 0.122, -0.644, 0.297, 0.338]
}

{
  "formula": "C4H12N2O3",
  "method": "ωB97M-V/def2-TZVPD",
  "charge": 1,
  "gap_ha": [0.4132, 0.1962],
  "multiplicity": 2,
  "de_lowest_kj_mol": 85.3,
  "symbols": ["C", "N", "C", "O", "C", "N", "C", "O", "H", "H", "H", "H", "H", "H", "H", "H", "H", "H", "H", "H", "O"],
  "xyz": [[-0.142264, -1.264421, -0.027327], [-0.005812, -0.195130, -1.039649], [0.669405, -0.503031, -2.226300], [1.079406, -1.645998, -2.345058], [0.783644, -1.135804, 1.199416], [1.204271, 0.231981, 1.505853], [0.291336, 1.281684, 1.924590], [-0.384752, 1.862493, 0.835306], [-1.166339, -1.397808, 0.420768], [0.039878, -2.192372, -0.598157], [-0.187748, 0.849269, -0.692785], [0.544955, 0.214690, -2.942650], [1.801869, -1.639103, 0.960520], [0.439268, -1.586113, 2.104620], [1.812577, 0.568929, 0.756528], [-0.508810, 0.937729, 2.537694], [0.842878, 2.188838, 2.423828], [-1.321230, 1.849065, 1.012920], [-3.245738, 0.300553, -0.008158], [-1.828747, 0.368013, -0.372831], [-2.597747, 0.909728, -0.251246]],
  "atomic_forces_ev_per_a": [[-1.4120, 0.5022, -1.5676], [-0.5172, 1.8044, 2.1853], [-0.9372, -4.0878, 2.8652], [0.3420, 1.4919, -0.7513], [4.2338, 0.2406, 0.7526], [-1.5176, -0.5138, -1.9722], [0.1991, 3.1631, 1.5182], [1.6968, -0.0398, -0.8447], [0.6832, 0.7298, -0.6044], [0.3884, 0.2985, 0.6501], [0.7140, -2.7717, -1.2403], [0.3872, 2.1031, -2.1901], [-1.6243, 0.5412, 0.1336], [-0.8355, -0.3231, 0.3723], [0.3754, 0.1573, 0.3639], [0.1620, -0.8931, 1.1909], [-0.4627, -2.2206, -0.5697], [-1.0788, -0.1415, -0.2546], [-2.1497, -1.3690, 0.5625], [0.3059, -0.4068, -0.5727], [1.0470, 1.7351, -0.0269]],
  "mulliken_charge": [-0.504, -0.216, -0.131, -0.515, -0.617, 0.008, -0.361, -0.541, 0.291, 0.482, 0.360, 0.476, 0.335, 0.415, 0.376, 0.411, 0.268, 0.378, 0.322, 0.415, -0.652]
}

{
  "formula": "C4H12N2O3P",
  "method": "ωB97M-V/def2-TZVPD",
  "charge": -1,
  "gap_ha": 0.2560,
  "multiplicity": 1,
  "de_lowest_kj_mol": 181.2,
  "symbols": ["C", "C", "C", "C", "N", "N", "O", "O", "O", "P", "H", "H", "H", "H", "H", "H", "H", "H", "H", "H", "H", "H"],
  "xyz": [[2.960608, -0.252531, 0.353770], [1.585628, -0.742452, 0.235324], [0.754890, 0.481242, -0.226093], [-1.167144, -0.278376, -0.937688], [0.670022, 1.593823, 0.709803], [-1.095515, -1.648200, -0.577350], [-3.680332, 0.518781, -0.603534], [-2.334534, 0.472034, 1.482095], [-1.952361, 2.341786, -0.302455], [-2.233429, 0.936505, 0.076274], [3.600790, -0.832385, 0.921710], [2.801646, 0.706807, 0.814906], [3.491753, -0.359938, -0.592672], [1.246780, -1.134913, 1.167629], [1.579565, -1.493526, -0.463850], [1.137132, 0.772490, -1.167609], [-0.877338, -0.047886, -1.936325], [0.065898, 2.302144, 0.356367], [0.274856, 1.121141, 1.523102], [-1.522672, -2.350069, -1.172567], [-3.878658, -0.214933, -0.077161], [-1.427585, -1.891543, 0.416324]],
  "atomic_forces_ev_per_a": [[0.6954, 0.6497, -0.6152], [-1.4571, 2.2152, 0.4880], [-2.5468, -1.4324, -0.2646], [2.8690, 2.1357, 3.5744], [1.3077, -2.6376, 0.0890], [-0.9473, -1.5973, 1.9844], [0.2300, 1.7464, -1.1336], [0.5411, -0.4837, 0.6692], [0.3742, 0.2136, -0.1648], [-0.0148, -0.9858, -2.0690], [1.0583, -1.3942, 1.9755], [1.2039, 0.8588, -0.2347], [-0.2143, 1.1918, -0.4411], [-0.5824, -0.2914, 0.7969], [-0.7506, -1.8796, -1.7033], [0.3806, 0.6525, -1.0483], [-0.4561, -0.0250, -0.8174], [-0.8523, 0.4025, -0.1033], [-0.3604, 0.9732, 0.1664], [-0.0699, 0.4860, -0.3266], [-1.0687, -1.9104, 1.1750], [0.6608, 1.1118, -1.9972]],
  "mulliken_charge": [-1.303, -0.449, -0.499, -0.368, -0.744, -0.493, -0.552, -0.770, -0.827, 0.842, 0.434, 0.398, 0.273, 0.277, 0.391, 0.415, 0.539, 0.392, 0.312, 0.191, 0.297, 0.245]
}

{
  "formula": "C4H12N2OS",
  "method": "ωB97M-V/def2-TZVPD",
  "gap_ha": 0.3558,
  "smiles": "NC[C@@H](CS)NCO",
  "multiplicity": 1,
  "de_lowest_kj_mol": 146.8,
  "symbols": ["N", "C", "C", "C", "S", "N", "C", "O", "H", "H", "H", "H", "H", "H", "H", "H", "H", "H", "H", "H"],
  "xyz": [[1.720060, -1.532735, -0.243643], [0.986427, -0.429221, -0.902185], [0.137943, 0.321123, 0.124550], [0.481464, 1.794215, 0.334874], [2.222769, 2.177865, 0.620362], [-1.293873, 0.219714, -0.123529], [-1.993367, -0.766603, 0.664982], [-3.407752, -0.627177, 0.554057], [2.332813, -1.159198, 0.469723], [2.218874, -2.139427, -0.877828], [1.710663, 0.198044, -1.433838], [0.426995, -0.884663, -1.723070], [0.391978, -0.170359, 1.069310], [0.078195, 2.398578, -0.472765], [-0.104146, 2.109436, 1.197481], [2.771262, 1.067029, 0.114711], [-1.502997, 0.236461, -1.107394], [-1.795330, -0.591666, 1.724607], [-1.720706, -1.791204, 0.355256], [-3.661269, -0.430212, -0.345662]],
  "atomic_forces_ev_per_a": [[-0.7120, 0.1819, 0.3100], [1.2982, -0.7822, -0.6509], [0.1705, -0.1551, -0.0461], [-0.5477, 0.0539, -0.2483], [0.2018, 0.1445, 0.3037], [0.1614, 0.6548, 0.8799], [-0.7357, -0.2339, -0.7508], [0.2804, 0.0301, 0.4532], [0.2005, -0.2109, -0.1044], [0.1364, 0.2057, -0.0402], [-0.2120, 0.5248, 0.1155], [-0.4916, 0.0834, 0.2993], [-0.3839, -0.0675, 0.0347], [0.2020, -0.0116, -0.3867], [0.2589, 0.0355, 0.2091], [-0.0811, 0.0277, -0.0758], [-0.1197, -0.3725, -0.1332], [0.3060, -0.1706, -0.1732], [0.0074, 0.0680, 0.3494], [0.0602, -0.0061, -0.3452]],
  "mulliken_charge": [-0.588, -0.880, 0.276, -0.915, -0.223, -0.374, -0.238, -0.520, 0.233, 0.210, 0.373, 0.378, 0.341, 0.359, 0.418, 0.068, 0.269, 0.236, 0.284, 0.291]
}

{
  "formula": "C4H12N2P",
  "method": "ωB97M-V/def2-TZVPD",
  "charge": 1,
  "gap_ha": [0.1762, 0.2966],
  "multiplicity": 1,
  "de_lowest_kj_mol": 255.3,
  "symbols": ["C", "C", "C", "C", "N", "N", "P", "H", "H", "H", "H", "H", "H", "H", "H", "H", "H", "H", "H"],
  "xyz": [[-0.062644, 0.823006, -0.838748], [0.627214, 2.565797, 0.719048], [-0.485714, -0.562142, -0.253468], [1.702585, -2.032749, 0.734737], [-1.988127, -0.597107, -0.097778], [-0.307548, 1.971305, -0.028970], [0.219899, -1.157954, 1.421093], [1.011984, 0.756739, -1.020910], [-0.562837, 0.951243, -1.804095], [1.617859, 2.155565, 0.715020], [0.375850, 3.404643, 1.336593], [-0.220931, -1.293408, -1.020697], [2.095983, -1.527796, -0.144891], [1.457335, -3.067938, 0.495003], [2.465124, -2.043058, 1.511991], [-2.231337, -1.504157, 0.328237], [-2.496940, -0.483994, -0.985081], [-1.227715, 2.391576, -0.044684], [-2.275829, 0.132753, 0.566044]],
  "atomic_forces_ev_per_a": [[0.0290, -0.1338, 0.0867], [0.4778, -0.5347, 0.6954], [0.6877, -0.1269, 0.5890], [-0.2850, 0.1679, 0.2979], [-0.2110, -0.1744, 0.0062], [-1.0266, 0.0548, -0.4889], [0.0881, 0.5398, -0.7422], [-0.0932, -0.0189, -0.1242], [0.0736, 0.0138, -0.0166], [0.2373, -0.0033, -0.0772], [-0.1362, 0.1366, 0.0650], [-0.1879, -0.0393, 0.0637], [0.1120, -0.0338, -0.0476], [0.0108, 0.0010, -0.0947], [0.0562, -0.0075, -0.0493], [-0.0774, 0.2853, -0.1231], [0.0650, 0.0402, 0.2496], [0.2244, -0.0217, -0.1398], [-0.0449, -0.1451, -0.1502]],
  "mulliken_charge": [-0.939, -0.539, -0.396, -0.912, -0.306, -0.028, 0.104, 0.341, 0.443, 0.283, 0.296, 0.345, 0.287, 0.309, 0.325, 0.413, 0.353, 0.272, 0.351]
}